Entry 1:
14
Properties=species:S:1:pos:R:3 method="wB97M-V/def2-TZVPD" e_above_lowest_ev=4.215 e_homo_ev="-8.9 / -8.9" lumo_ev="-2.0 / -2.0" spin_multiplicity=1 total_energy_ha=-1301.04591
C 0.946 -0.064 1.592
C 0.887 0.325 -1.582
C -1.696 -0.295 -0.015
Si 0.215 -0.595 -0.073
I -1.527 2.510 0.303
I -2.777 -0.553 -1.797
I -2.721 -0.943 1.700
H 1.598 -0.836 1.985
H 1.534 0.842 1.494
H 0.175 0.123 2.334
H 1.863 -0.062 -1.850
H 0.240 0.216 -2.447
H 0.995 1.387 -1.388
H 0.270 -2.056 -0.255


Entry 2:
64
Properties=species:S:1:pos:R:3 method="wB97M-V/def2-TZVPD" e_homo_ev=-11.3 lumo_ev=-4.5 spin_multiplicity=1 total_energy_ha=-1310.09995 charge=+1
C 1.892 1.210 1.002
C 1.416 0.687 -0.318
F 2.029 1.422 -1.263
N -0.039 0.891 -0.555
C -0.809 0.637 0.589
N -1.598 1.597 1.013
N -0.716 -0.522 1.210
H 1.515 0.666 1.856
H 1.585 2.246 1.071
H 2.964 1.175 1.053
H 1.670 -0.357 -0.495
H -0.365 0.243 -1.274
H -1.363 1.900 1.963
H -1.511 2.402 0.395
H -0.613 -1.351 0.646
H -0.696 -0.530 2.223
C 3.577 -2.017 -2.374
O 3.151 -2.337 -1.052
C 2.615 -3.652 -0.949
C 3.627 -4.644 -0.412
O 4.716 -4.813 -1.298
C 5.864 -4.056 -0.942
H 4.244 -1.160 -2.309
H 4.112 -2.846 -2.836
H 2.715 -1.747 -2.994
H 2.227 -3.984 -1.916
H 1.774 -3.603 -0.246
H 3.137 -5.618 -0.315
H 3.977 -4.343 0.580
H 6.412 -4.557 -0.138
H 5.604 -3.044 -0.626
H 6.506 -3.997 -1.818
C -1.735 4.068 -4.998
O -0.345 4.311 -5.142
C 0.051 5.595 -4.682
C 0.645 5.540 -3.291
O -0.309 5.127 -2.318
C -0.214 3.756 -2.001
H -1.893 2.992 -5.074
H -2.112 4.413 -4.033
H -2.290 4.560 -5.803
H -0.791 6.292 -4.715
H 0.818 5.960 -5.371
H 0.973 6.544 -3.011
H 1.520 4.883 -3.272
H 0.611 3.580 -1.303
H -0.071 3.138 -2.890
H -1.152 3.464 -1.523
C -3.599 -0.742 2.842
O -2.760 -1.143 3.912
C -3.328 -0.887 5.198
C -3.977 -2.120 5.790
O -5.090 -2.548 5.026
C -4.797 -3.621 4.145
H -3.246 -1.248 1.943
H -4.646 -1.004 2.999
H -3.519 0.342 2.695
H -4.047 -0.067 5.139
H -2.509 -0.573 5.852
H -4.349 -1.866 6.786
H -3.248 -2.929 5.900
H -4.781 -4.568 4.693
H -3.839 -3.483 3.637
H -5.588 -3.664 3.398


Entry 3:
9
Properties=species:S:1:pos:R:3 method="wB97M-V/def2-TZVPD" e_above_lowest_ev=2.770 e_homo_ev="-14.3 / -14.3" lumo_ev="-6.8 / -6.8" spin_multiplicity=1 total_energy_ha=-569.24572 charge=+1
C 0.009 1.266 0.155
C -1.296 0.994 -0.180
C -0.042 -1.087 0.018
N 0.666 0.175 -0.117
S -1.814 -0.539 -0.103
H 0.445 2.224 0.364
H -0.041 -1.715 -0.835
H 0.441 -1.410 0.872
H 1.633 0.093 -0.174